15
Properties=species:S:1:pos:R:3:forces:R:3 method="wB97M-V/def2-TZVPD" molar_mass_g_mol=96.13 de_lowest_kcal_mol=142.4 homo_lumo_gap_ev=8.562 total_charge=0 multiplicity=1 homo_ev=-8.23
C -1.723 0.276 0.405 -0.031 -0.044 -0.066
C -0.491 -0.454 -0.114 -0.257 -0.240 0.484
C 0.914 0.641 -0.304 0.266 0.205 -0.254
C 0.130 1.506 -0.949 -0.323 -0.305 -0.431
N -0.597 1.938 -1.835 0.376 -0.038 0.505
N 0.578 -0.167 0.837 -0.133 -0.075 -0.082
C 1.541 -1.274 0.908 0.162 -0.120 0.101
H -1.545 1.033 1.184 0.075 -0.089 -0.199
H -2.374 0.689 -0.375 0.144 -0.201 0.077
H -2.284 -0.549 0.864 0.054 0.078 0.049
H -1.012 1.048 -2.172 -0.341 0.630 -0.467
H 1.739 0.327 -0.937 0.065 0.005 0.162
H 1.758 -1.698 -0.084 -0.059 0.075 0.165
H 1.099 -2.064 1.519 0.089 0.166 -0.018
H 2.464 -0.925 1.379 -0.088 -0.046 -0.026